Molecular formula: C5H8N2O3S
Method: DFT, ωB97M-V/def2-TZVPD

```
19
Properties=species:S:1:pos:R:3:forces:R:3:nbo_charge:R:1
C 3.732062 -1.373234 0.111490 -0.012 1.572 0.606 -0.277
C 1.748721 0.039267 0.046176 0.174 -0.299 -1.101 0.434
C 0.356834 0.469332 -0.368836 0.046 0.899 0.595 0.446
C -1.970856 -0.111920 -0.646349 -4.061 1.944 -2.626 -0.102
C -2.951390 0.028557 0.628900 2.190 -3.128 0.705 -0.088
H 3.924101 -0.560367 -0.707526 1.356 -1.854 1.635 0.218
H 4.108389 -2.463304 -0.010116 -1.233 1.943 -0.510 0.216
H 4.059621 -1.103100 1.196679 -0.236 0.079 -2.105 0.193
H -2.521844 -0.839795 -1.388948 1.589 0.812 1.602 0.205
H -2.166048 0.917364 -1.242205 0.779 -1.963 1.421 0.181
H -2.544395 0.772194 1.251701 0.131 1.729 0.595 0.165
H -3.015410 -0.816668 1.373372 0.965 0.004 -1.201 0.175
H -4.399280 1.192863 0.139922 -0.111 -3.840 0.124 0.467
N 2.452245 1.096164 0.190587 1.533 0.137 1.116 -0.658
N 0.147736 1.747728 -0.461342 1.786 0.330 1.253 -0.618
O 2.282568 -1.247041 0.066982 -1.917 0.482 0.256 -0.503
O -0.613548 -0.399387 -0.541307 -0.123 -2.216 0.230 -0.478
O -4.272813 0.135185 0.263853 -1.028 5.239 -1.193 -0.687
S 1.643299 2.516165 0.096962 -1.828 -1.872 -1.401 0.712
```
Positions in Å, forces in eV/Å.

Output
LUMO energy = 0.69 eV
HOMO-LUMO gap = 0.349 Ha
SMILES = COc1nsnc1OCCO
Energy relative to the best compared isomer or geometry (same formula, charge and spin) = 343.78 kJ/mol

Molecular formula: C5H8N2OS
Method: DFT, ωB97M-V/def2-TZVPD

```
17
Properties=species:S:1:pos:R:3:forces:R:3:nbo_charge:R:1
C -0.480966 -1.602617 0.366480 0.635 1.059 0.047 0.281
C 1.014880 0.336797 0.392129 0.522 -0.497 -1.026 0.521
C -2.574121 -0.160744 -0.584545 -0.607 0.484 -2.273 -0.616
C -1.335263 0.608861 -0.186337 -0.350 -0.826 -0.928 -0.383
C -0.112139 -0.302666 -0.328397 0.025 -1.140 2.901 -0.415
N -0.851943 -2.493810 0.984010 0.058 -0.190 -0.118 -0.284
N 1.487599 0.968610 1.248509 1.151 0.632 0.841 -0.513
O 3.856922 0.666258 0.505437 -0.332 0.345 0.347 -0.829
S 3.382903 0.183934 -1.092160 -1.088 0.032 0.409 -0.151
H -3.362405 0.587400 -0.868865 0.692 -0.781 -0.148 0.227
H -2.125047 -0.666348 -1.500259 -1.953 -0.178 0.764 0.204
H -3.085072 -0.808453 0.166086 1.130 0.191 -0.594 0.241
H -1.150673 1.475498 -0.797658 -0.230 0.429 -0.160 0.228
H -1.545463 0.857277 0.802348 0.759 0.914 1.941 0.227
H 0.296684 -0.607958 -1.251686 -0.224 0.252 -1.637 0.300
H 2.660559 1.151251 1.211782 -0.586 -0.664 -0.689 0.468
H 3.923549 -0.193293 0.933132 0.398 -0.064 0.323 0.495
```
Positions in Å, forces in eV/Å.

Output
LUMO energy = -0.06 eV
HOMO-LUMO gap = 0.302 Ha
Energy relative to the best compared isomer or geometry (same formula, charge and spin) = 504.79 kJ/mol

Molecular formula: C5H8N2OS
Method: DFT, ωB97M-V/def2-TZVPD

```
17
Properties=species:S:1:pos:R:3:forces:R:3:nbo_charge:R:1
C -0.316125 0.107241 0.288003 1.896 -2.601 0.702 0.011
C -1.156374 -1.011395 0.054969 -1.439 -0.330 -0.666 0.185
C 1.015090 -0.400472 0.300716 -0.588 1.321 -1.158 0.072
C -2.671976 -1.019778 0.043605 -0.190 0.131 -0.467 -0.652
C 3.287816 0.205890 -0.312313 -1.841 -1.916 -2.667 -0.249
N -0.585039 -2.116518 -0.302810 -0.864 -1.621 0.033 -0.647
N -0.854729 1.340045 0.618393 -0.370 -1.580 0.765 -0.786
O 2.101803 0.433830 0.397726 -1.328 -0.259 1.715 -0.520
S 1.004057 -2.096041 -0.198961 1.110 1.722 0.532 0.605
H -3.043029 -0.291912 0.745212 -0.291 0.139 0.474 0.220
H -3.065486 -0.717593 -0.926154 0.207 0.338 -0.285 0.218
H -3.176941 -1.997899 0.171680 0.897 0.387 0.415 0.242
H 2.951728 -0.485065 -1.185986 0.866 1.500 0.627 0.170
H 4.037037 -0.423535 0.142479 0.380 0.436 0.934 0.186
H 3.539773 1.210579 -0.628113 0.908 -0.269 -0.228 0.205
H -0.192269 2.026576 0.691993 2.073 2.042 0.416 0.372
H -1.493742 1.611576 -0.065543 -1.426 0.559 -1.142 0.369
```
Positions in Å, forces in eV/Å.

Output
LUMO energy = 0.81 eV
HOMO-LUMO gap = 0.326 Ha
Energy relative to the best compared isomer or geometry (same formula, charge and spin) = 245.70 kJ/mol

Molecular formula: C5H8N2S
Method: DFT, ωB97M-V/def2-TZVPD

```
16
Properties=species:S:1:pos:R:3:forces:R:3:nbo_charge:R:1
C -0.245763 -0.479496 0.668214 -3.991 0.093 0.127 -0.072
C 0.781364 -1.510788 0.155364 -0.970 -6.088 2.026 -0.487
C 1.688444 -0.464473 -0.154848 0.706 5.766 0.369 0.081
C -1.682185 -0.426449 -0.208173 1.960 -1.032 -0.366 -0.208
C -2.128163 0.735081 -0.781569 -1.834 -2.620 -2.767 -0.463
H 1.796182 2.004731 1.080549 -1.866 -0.071 -1.536 0.378
H 0.845739 2.252442 -0.362376 0.515 0.649 -0.463 0.365
H -0.739037 -0.491607 1.701358 1.640 -0.211 -0.832 0.216
H 0.339567 -2.292267 -0.588250 1.217 1.633 0.957 0.258
H 1.386623 -2.186078 1.011210 -1.993 1.622 -1.961 0.255
H -2.151683 -1.689099 -0.392018 1.151 4.497 0.570 0.224
H -1.659583 1.832557 -0.883276 -1.152 -2.967 0.648 0.252
H -3.079161 0.333506 -1.610218 2.698 2.193 2.598 0.217
N 0.883273 1.808065 0.531023 1.405 1.640 2.372 -0.633
N 0.772023 0.500428 0.371980 0.580 -3.890 -1.318 -0.250
S 3.192362 0.073444 -0.538970 -0.067 -1.213 -0.424 -0.132
```
Positions in Å, forces in eV/Å.

Output
LUMO energy = 0.51 eV
HOMO-LUMO gap = 0.335 Ha
Energy relative to the best compared isomer or geometry (same formula, charge and spin) = 594.23 kJ/mol

> The highest LUMO energy belongs to which entry?

number 3